No. 1
This record from OMol25 describes a structure of composition C37H41BF2Ge2N6SSeTi at a distorted geometry. The level of theory is ωB97M-V/def2-TZVPD.

XYZ file:
```
92
Properties=species:S:1:pos:R:3:lowdin_charge:R:1
C -0.709 6.795 -0.617 -0.101
H -2.360 -3.864 -0.075 0.081
H 2.661 -2.576 -2.111 0.127
N 0.581 -2.885 -0.653 0.027
H 1.356 -1.981 3.881 0.068
H -0.518 -2.511 2.708 -0.008
C 2.318 -6.534 0.974 -0.095
C 0.135 0.757 -3.629 -0.143
N 1.173 -1.684 -0.920 -0.192
C 3.194 -4.340 1.041 -0.190
H -0.649 7.870 -0.508 0.097
H -6.604 0.543 -1.695 0.097
H 2.973 -1.250 3.971 0.051
C 3.724 2.225 -1.782 -0.034
H -4.257 -0.532 2.948 0.018
H 2.035 2.555 -0.515 0.100
H -2.700 0.933 -3.389 0.091
C 4.437 1.253 -2.518 -0.046
H -1.631 1.716 2.384 0.080
C 4.011 -0.044 -2.514 -0.015
N -1.361 -3.895 0.030 0.089
Ge -1.824 -0.494 3.688 0.847
C 2.856 -0.394 -1.786 -0.285
C -0.393 1.942 -3.109 -0.320
H -5.049 0.252 -3.595 0.100
H 0.759 1.682 -6.820 0.097
F 1.030 1.564 1.650 0.169
H 0.188 -0.131 -3.001 0.063
H -0.962 3.942 -3.615 0.100
H 0.983 -0.263 -5.317 0.101
C -1.361 0.686 2.142 -0.188
C 0.435 1.757 -5.789 -0.099
C 2.603 1.846 -1.106 -0.133
H -2.708 6.663 0.145 0.099
Se 4.124 -0.482 1.598 0.688
Ti 0.429 0.003 -0.442 0.615
H 5.312 1.547 -3.081 0.111
H -1.340 -2.957 4.211 0.021
H -0.960 1.297 5.266 0.023
C -0.132 2.930 -5.311 -0.085
C 1.770 -5.093 2.851 -0.007
Ge -0.927 2.027 -1.170 0.960
C -1.431 -2.384 3.286 -0.202
H -0.267 3.775 -5.975 0.100
H -5.781 1.541 0.418 0.099
H -2.023 0.340 1.350 -0.004
H -0.910 -4.787 -0.106 0.100
C -4.695 0.689 -2.669 -0.089
C 2.427 -2.186 3.870 -0.029
H 4.541 -0.819 -3.053 0.118
B 0.116 0.575 1.706 -0.991
H 1.254 -4.928 3.788 0.111
H 2.207 -7.491 0.481 0.101
C 0.282 4.708 -1.280 -0.139
H 1.123 4.173 -1.709 0.082
H -2.251 -2.797 2.701 0.014
C -3.369 1.078 -2.550 -0.124
C 3.097 -5.551 0.381 -0.016
H 4.366 -2.949 -0.096 0.140
C -3.778 1.793 -0.310 -0.148
H 1.267 6.606 -1.434 0.099
C -1.937 4.737 -0.402 -0.103
C 3.584 -2.208 1.668 -0.776
H -4.161 -0.924 4.674 0.015
C -0.531 3.018 -3.985 -0.103
H 4.061 3.251 -1.748 0.111
H 1.061 -7.096 2.612 0.101
C -5.108 1.409 -0.422 -0.094
C 2.287 -1.670 -1.653 -0.093
H -4.028 0.756 4.142 0.019
C -0.690 -2.798 -0.420 -0.811
H 3.590 -5.710 -0.569 0.112
C 1.669 -6.308 2.186 -0.093
N 2.825 -2.804 2.628 -0.067
H 0.297 0.086 4.999 0.011
H -1.014 -0.236 6.147 0.016
C -5.570 0.852 -1.604 -0.101
C -2.883 1.645 -1.371 -0.331
S -1.608 -1.326 -0.666 0.739
N 3.844 -3.158 0.734 0.115
C 0.364 6.085 -1.137 -0.092
C 0.561 0.664 -4.946 -0.088
F 0.762 -0.661 1.662 0.073
C -1.862 6.116 -0.254 -0.091
H -2.853 4.227 -0.131 0.078
H 2.683 -2.846 4.700 0.102
C -0.768 0.226 5.191 -0.202
N 2.141 0.576 -1.116 -0.063
C 2.544 -4.112 2.257 -0.162
C -0.869 4.007 -0.916 -0.301
C -3.773 -0.273 3.890 -0.211
H -3.435 2.211 0.631 0.085
```

Calculated values
**Spin multiplicity**: 1
**Energy relative to the best compared isomer or geometry (same formula, charge and spin)**: 14.0 kJ/mol
**Frontier orbital gap (spin up / spin down)**: 5.698 / 5.737 eV

No. 2
This record from OMol25 describes a structure of composition C37H41N10O2PV. The level of theory is ωB97M-V/def2-TZVPD.

XYZ file:
```
92
Properties=species:S:1:pos:R:3:lowdin_charge:R:1
C 0.434 -0.926 -4.309 -0.297
C -2.007 -1.522 -0.588 -0.273
P 1.123 -0.729 -2.583 1.063
C -2.042 0.822 5.635 0.002
C -1.808 -2.609 0.450 -0.093
H 1.801 -3.456 3.570 0.130
H 1.820 -2.732 -1.341 0.083
H -0.690 -3.103 3.381 0.139
N -0.707 0.918 3.660 0.050
V -0.789 0.356 1.512 0.727
H 0.408 3.138 5.908 0.122
H -0.741 -2.809 0.580 0.111
C 1.840 2.941 -0.490 -0.195
C -1.587 0.628 -1.335 -0.158
H 0.905 2.198 3.656 0.110
H 3.548 -0.612 -2.256 0.097
C 2.896 -0.534 -3.128 -0.257
H 0.424 0.047 -4.808 0.093
H 3.822 -2.995 -2.646 0.145
H 3.319 4.288 0.271 0.131
C 3.161 -1.509 1.170 -0.043
C 1.261 -2.568 -2.265 -0.300
H -2.856 0.359 6.179 0.126
C 2.842 3.893 -0.615 0.021
C 1.421 2.470 0.882 -0.424
H -3.300 -2.727 -1.798 0.121
N -2.507 1.600 1.410 0.020
H 0.987 2.384 -3.571 0.097
C 2.499 -1.486 -5.416 -0.103
H -2.551 -3.254 2.374 0.131
C -4.424 3.507 2.023 -0.017
H 3.706 -3.632 -4.310 0.148
O 2.261 2.277 1.729 0.110
N 0.054 2.194 1.060 0.016
C -2.376 0.453 -2.455 -0.049
H 2.972 -2.159 -6.131 0.149
H -5.840 1.969 1.488 0.117
N 1.203 2.388 -1.522 0.095
H -2.779 -1.482 4.440 0.144
C 3.247 -2.976 -3.571 -0.105
H -0.355 -1.630 4.268 0.139
H 3.951 5.069 -2.028 0.119
N 3.353 -1.550 -4.139 -0.065
H -5.173 4.235 2.305 0.122
N 1.166 -1.885 -5.147 -0.142
H -3.654 -0.939 -3.491 0.122
C 1.540 2.819 -2.741 -0.166
C 2.511 3.779 -2.975 -0.052
C 0.054 1.859 4.234 -0.068
C 1.130 -3.238 -4.597 -0.144
H -2.716 4.814 2.326 0.131
C -3.810 1.321 1.305 -0.117
H -3.441 -1.908 1.674 0.125
C -2.483 -0.739 3.691 -0.105
H -1.539 2.224 7.182 0.122
H -2.495 1.265 -3.160 0.120
C -2.814 -1.766 -1.695 -0.014
H -2.265 -3.520 0.063 0.123
C -3.077 3.831 2.057 0.031
C 3.096 -2.489 2.152 -0.025
C -0.486 -2.036 3.265 -0.087
N 0.890 -0.897 1.600 0.034
C -0.219 2.361 5.494 -0.013
H 0.254 -2.961 -2.113 0.087
N -1.411 -0.331 -0.406 0.014
N 1.892 -3.330 -3.353 -0.142
N -1.653 -1.357 2.626 -0.210
C -4.799 2.242 1.593 -0.030
C -2.154 2.863 1.715 -0.162
H 3.961 -3.095 2.390 0.123
H 4.078 -1.309 0.633 0.113
H -1.055 1.553 -1.158 0.087
C 1.901 -2.685 2.817 0.006
H -3.394 -0.353 3.234 0.113
H -0.602 -1.254 -4.226 0.082
H 0.096 -3.514 -4.402 0.139
C 2.036 -0.755 0.917 -0.122
C 3.182 4.321 -1.886 -0.034
H -4.061 0.318 0.975 0.112
H 2.547 -0.461 -5.782 0.147
C -2.440 -2.317 1.820 -0.142
H 2.030 0.005 0.146 0.085
O -0.274 4.343 1.814 0.075
C -1.726 0.393 4.362 -0.254
C -0.676 3.217 1.565 -0.487
C -3.011 -0.767 -2.636 -0.048
C -1.294 1.848 6.198 -0.022
H 3.032 0.460 -3.556 0.090
H 4.326 -1.366 -4.387 0.183
H 1.549 -3.932 -5.326 0.143
C 0.822 -1.862 2.527 -0.234
H 2.731 4.102 -3.984 0.110
```

Calculated values
**Spin multiplicity**: 4
**Total charge**: +2
**<S²>**: 3.7613
**Frontier orbital gap (spin up / spin down)**: 6.985 / 8.756 eV

No. 3
This record from OMol25 describes a structure of composition C37H41NO4PRuS4SeSi2 at a distorted geometry. The level of theory is ωB97M-V/def2-TZVPD.

XYZ file:
```
92
Properties=species:S:1:pos:R:3:lowdin_charge:R:1
C -1.903 2.631 1.126 -0.195
H 3.338 -3.466 0.597 0.099
C -2.193 1.240 1.155 -0.337
Si 3.258 3.439 -0.332 0.105
H -0.005 7.967 -1.239 0.087
C 1.493 -4.574 1.595 -0.126
C 4.070 -3.617 -2.688 -0.098
C 1.885 -5.284 2.721 -0.087
H -1.901 4.215 -2.148 0.120
H -2.134 4.552 2.042 0.098
H -4.962 1.107 0.242 0.018
C -1.231 -3.571 -1.747 -0.105
C -2.468 -5.190 0.119 -0.092
C -2.842 -5.276 -1.214 -0.110
H 2.101 -5.241 4.860 0.094
C 3.543 5.061 0.618 -0.235
C -1.010 6.162 -1.833 -0.106
H 5.151 -4.088 -0.894 0.096
S 2.658 -0.065 -0.506 0.436
C 0.845 -2.737 2.961 -0.249
H -2.533 -4.468 -3.181 0.101
C -4.572 0.854 -0.745 -0.178
H 3.144 4.526 -2.559 0.025
H 2.261 -6.294 2.613 0.096
C 3.173 -3.407 -0.467 -0.132
C 2.480 3.863 -1.994 -0.205
H 1.085 -2.963 5.057 0.107
H 2.619 5.630 0.725 -0.014
C -3.379 1.657 3.248 -0.106
H 0.985 -2.277 -2.772 0.074
O -1.267 -1.634 2.230 -0.380
C -2.228 -4.450 -2.142 -0.099
C -0.944 4.351 -0.255 -0.288
H 1.520 4.359 -1.864 0.009
C 2.155 0.347 -2.106 -1.744
H 4.892 -3.858 -3.352 0.093
C 2.888 -3.108 -3.198 -0.099
P 0.560 -2.368 0.109 1.081
S -0.148 -1.257 3.093 0.434
H -4.093 -2.700 -0.532 0.015
C 1.250 -3.425 4.092 -0.057
H -3.936 1.257 4.087 0.092
Se 1.927 2.226 1.019 0.335
Ru 0.279 0.110 0.114 0.550
H -3.150 -2.330 0.919 -0.003
C 0.144 6.429 0.250 -0.107
H 0.189 4.692 1.529 0.093
C 4.212 -3.747 -1.316 -0.089
C 1.791 -4.697 3.975 -0.088
H 2.322 2.957 -2.581 -0.036
C -3.846 -1.917 0.191 -0.165
H -1.317 6.552 -2.796 0.092
C 1.005 -3.271 1.684 -0.320
C -2.737 -0.792 -2.467 -0.189
H 0.747 7.031 0.921 0.097
H 1.575 -5.047 0.625 0.112
C -1.466 -4.315 0.509 -0.102
H -5.390 0.420 -1.332 0.018
C -3.077 3.004 3.187 -0.116
H -2.968 -5.792 0.868 0.100
O -1.242 3.050 -0.012 -0.030
H -1.667 -0.782 -2.672 -0.054
H -1.220 -4.235 1.557 0.104
H -4.255 1.779 -1.232 0.024
H -4.762 -1.644 0.724 0.023
H 5.607 3.413 -1.087 0.017
C -0.272 6.954 -0.964 -0.119
C -2.339 3.494 2.113 -0.028
H -3.623 -5.960 -1.523 0.093
S 3.174 0.471 -3.436 0.395
N -1.802 0.439 0.081 -0.214
H -0.814 -2.905 -2.487 0.080
O 0.719 -0.233 2.507 -0.453
C -0.803 -3.514 -0.422 -0.297
C -1.349 4.866 -1.483 -0.004
Si -3.122 -0.377 -0.661 0.403
H 2.783 -2.913 -4.257 0.100
C -0.175 5.129 0.610 -0.058
C 4.950 2.665 -0.631 -0.241
H 3.937 4.861 1.616 0.016
H -3.192 -0.030 -3.104 0.023
H -3.152 -0.259 2.324 0.089
H -3.138 -1.764 -2.762 0.008
S 0.465 0.585 -2.076 0.510
H 5.400 2.324 0.304 0.020
H 4.266 5.679 0.078 0.017
O -0.534 -1.078 4.476 -0.318
H -3.407 3.685 3.964 0.085
H 4.872 1.810 -1.304 -0.020
C 1.846 -2.772 -2.346 -0.137
C -2.945 0.799 2.249 -0.065
C 1.952 -2.951 -0.967 -0.389
```

Calculated values
**Spin multiplicity**: 2
**Energy relative to the best compared isomer or geometry (same formula, charge and spin)**: 171.0 kJ/mol
**Total charge**: -2
**<S²>**: 0.7586
**Frontier orbital gap (spin up / spin down)**: 5.288 / 5.281 eV